# 1
Density functional theory data (the ωB97M-V functional and the def2-TZVPD basis) for a molecular structure, C3H8BrN2.

Results
- ΔE to the lowest compared entry with this formula, charge and spin: 86.6 kcal per mole
- Total energy: -2802.2665 hartree
- Charge: +1

Structure (XYZ):
```
14
C3H8BrN2 the ωB97M-V functional and the def2-TZVPD basis
C -0.470 0.395 1.125
C 0.525 -1.656 -0.612
C -0.889 0.318 -0.194
N -0.515 -0.607 -1.014
N 0.644 1.363 0.265
Br -1.583 1.713 2.076
H 0.295 -2.684 -0.318
H 1.153 -1.140 0.149
H 1.260 -1.665 -1.401
H -0.024 -0.362 1.649
H -1.571 1.080 -0.492
H 1.582 1.558 0.103
H -0.763 -0.535 -1.950
H 0.354 2.222 0.613
```

Löwdin atomic charge list, values in e, 6 entries: C -0.491; C 0.024; C -0.254; N 0.057; N 0.095; Br 0.843

=====

# 2
Density functional theory data (the ωB97M-V functional and the def2-TZVPD basis) for a single C23H23N3O5 molecule.

Results
- ΔE to the lowest compared entry with this formula, charge and spin: 0.0 kcal per mole
- Total energy: -1430.8561 hartree
- Charge: 0
- SMILES string: O=C(CCN1C(=O)[C@@H]2Cc3ccccc3CN2C1=O)N[C@H](Cc1ccccc1)C(=O)O

Structure (XYZ):
```
54
C23H23N3O5 the ωB97M-V functional and the def2-TZVPD basis
O -1.287 0.560 -0.621
C -0.642 -0.240 -1.270
C -1.294 -1.257 -2.195
C -1.448 -2.567 -1.406
N -1.985 -2.302 -0.090
C -3.262 -1.885 0.161
O -4.172 -1.855 -0.625
C -3.299 -1.522 1.642
C -3.760 -0.072 1.899
C -2.607 0.885 2.019
C -2.668 2.169 1.502
C -1.602 3.036 1.658
C -0.463 2.626 2.329
C -0.388 1.342 2.840
C -1.460 0.476 2.697
C -1.410 -0.960 3.147
N -1.943 -1.771 2.070
C -1.151 -2.097 1.016
O 0.047 -2.247 1.015
N 0.698 -0.331 -1.189
C 1.431 0.326 -0.136
C 1.872 1.753 -0.536
C 2.787 1.713 -1.725
C 2.266 1.630 -3.010
C 3.106 1.539 -4.105
C 4.479 1.532 -3.929
C 5.008 1.619 -2.652
C 4.166 1.707 -1.558
C 2.639 -0.529 0.186
O 3.051 -1.407 -0.523
O 3.216 -0.181 1.333
H -2.282 -0.887 -2.472
H -0.696 -1.428 -3.089
H -2.125 -3.248 -1.925
H -0.477 -3.045 -1.252
H -3.986 -2.218 2.143
H -4.330 -0.044 2.834
H -4.426 0.230 1.090
H -3.549 2.485 0.965
H -1.655 4.032 1.245
H 0.374 3.299 2.441
H 0.505 1.007 3.349
H -0.386 -1.284 3.339
H -2.019 -1.130 4.041
H 1.206 -1.069 -1.657
H 0.791 0.405 0.752
H 2.368 2.209 0.321
H 0.965 2.316 -0.761
H 1.195 1.640 -3.148
H 2.689 1.475 -5.099
H 5.136 1.460 -4.783
H 6.078 1.617 -2.509
H 4.583 1.778 -0.563
H 3.980 -0.754 1.512
```

Löwdin atomic charge list, values in e, 6 entries: O 0.096; C -0.480; C -0.053; C -0.095; N 0.065; C -0.377

=====

# 3
Density functional theory data (the ωB97M-V functional and the def2-TZVPD basis) for a molecular structure, C12H22BiClN2O3Os.

Results
- 2S+1: 5
- ΔE to the lowest compared entry with this formula, charge and spin: 36.5 kcal per mole
- Total energy: -1570.9019 hartree
- Charge: 0

Structure (XYZ):
```
42
C12H22BiClN2O3Os the ωB97M-V functional and the def2-TZVPD basis
Bi -0.194 0.424 -4.438
Cl 0.494 -1.379 -2.754
C 1.795 1.449 -4.598
C -1.324 -0.981 -5.749
H 1.535 1.723 -5.622
H 1.634 2.174 -3.853
H 2.392 0.615 -4.440
H -1.119 -0.330 -6.597
H -2.269 -0.892 -5.296
H -0.728 -1.823 -5.617
Os -0.836 0.178 -1.434
C -2.289 -0.773 -0.509
C -1.574 1.363 -2.857
H -3.248 -0.365 -0.820
H -2.278 -1.872 -0.653
H -2.170 -0.589 0.591
H -2.559 1.163 -3.428
H -1.041 2.315 -2.870
C -1.315 1.103 3.514
C -0.542 -0.194 3.495
C 0.717 -0.354 2.546
C 2.029 0.383 3.038
C 1.980 1.872 3.275
C 1.058 -1.847 2.551
O 1.434 -2.454 3.575
N 0.914 -2.581 1.385
C 0.442 -2.133 0.146
O 0.239 -2.912 -0.796
N 0.268 -0.752 0.160
C 0.349 0.152 1.170
O 0.053 1.297 0.877
H -0.724 1.963 3.830
H -2.135 0.994 4.218
H -1.751 1.314 2.542
H -0.200 -0.466 4.505
H -1.248 -0.979 3.191
H 2.326 -0.103 3.975
H 2.813 0.153 2.302
H 1.328 2.116 4.113
H 2.978 2.198 3.550
H 1.676 2.415 2.385
H 1.090 -3.584 1.403
```

Löwdin atomic charge list, values in e, 6 entries: Bi 1.356; Cl 0.174; C -0.280; C -0.285; H -0.020; H -0.027

=====

| no. | maximum force (eV Å⁻¹) |
| --- | --- |
| 1 | 5.360 |
| 2 | 0.789 |
| 3 | 2.715 |